[1]
ORCA calculation (ωB97M-V with the def2-TZVPD basis set) on a structure of composition C12H20Br12O4S2 at a distorted geometry.

## Properties
Electronic energy (eV): -883133.71709
HOMO-LUMO gap (hartree): 0.351
E_HOMO (eV): -10.20

Each line ends with the Mulliken charge.
Element x y z (Å)
C  0.63411  5.27015  -0.76808  -0.575
Br  -1.35858  2.89033  6.98644  0.005
O  -3.47823  -2.67373  -2.38728  -0.597
H  -2.37357  -0.37233  -2.85945  0.308
H  0.82181  -2.21636  -3.81115  0.370
Br  1.18576  -2.08520  4.37636  -0.012
H  1.11942  5.60585  -1.68453  0.268
Br  7.07360  -8.00004  0.57853  -0.018
H  -1.19509  4.14493  -0.44603  0.342
S  -2.92461  -2.39687  -3.69119  1.055
Br  0.13367  2.67012  9.94735  -0.024
Br  -5.74688  1.39387  0.26324  -0.014
Br  5.54754  -7.01717  -2.18277  -0.017
S  0.56289  2.75582  0.01465  0.983
H  2.72245  4.92978  -0.31235  0.310
H  0.53478  4.40976  1.79415  0.341
O  1.54117  2.12378  -0.88336  -0.632
C  -0.23693  4.03941  -0.95485  -0.612
C  -0.23444  -2.03411  -3.61307  -0.613
H  -0.25576  -1.84239  -2.54027  0.245
C  1.33253  4.03881  1.15066  -0.779
C  -5.30328  0.03011  1.64386  -0.327
H  1.05674  -1.92668  1.81362  0.385
H  1.88544  6.02534  0.87094  0.312
H  -4.28479  -0.29552  1.43232  0.379
H  -0.11185  0.87639  8.01733  0.391
O  -0.51694  1.96409  0.66159  -0.618
H  -1.10162  -3.66664  -4.68893  0.337
C  -0.82720  -0.83013  -4.36307  -0.606
Br  -5.48217  0.86125  3.46025  -0.018
C  0.86478  -2.73884  2.51480  -0.375
C  0.01988  1.95739  8.06426  -0.345
C  6.67049  -6.41322  -0.60315  -0.346
C  -2.30705  -0.67779  -3.90366  -0.718
Br  8.34023  -5.69498  -1.46749  -0.012
O  -3.67736  -2.76385  -4.94207  -0.654
H  0.02862  6.05915  -0.32202  0.275
C  -1.26173  -3.19038  -3.72164  -0.704
H  -3.07100  0.02875  -4.22813  0.456
H  -1.14929  -3.98443  -2.98344  0.435
Br  -6.61376  -1.56200  1.54495  -0.023
H  6.19781  -5.69323  0.06490  0.393
H  2.06907  3.48507  1.73288  0.459
H  -0.86088  -0.98441  -5.44157  0.301
C  1.79017  5.17411  0.19682  -0.479
H  -0.31817  3.64295  -1.96694  0.403
Br  2.02658  -4.31473  2.28276  0.001
Br  1.77989  2.22976  7.18772  -0.028
H  -0.16257  0.02468  -4.23789  0.390
Br  -1.08573  -3.25675  2.40416  0.003


[2]
ORCA calculation (ωB97M-V with the def2-TZVPD basis set) on the molecule C12H20BrN5O2S.

## Properties
Electronic energy (eV): -105191.39870
HOMO-LUMO gap (hartree): 0.330
E_HOMO (eV): -8.29
SMILES string: COCCCNC(=S)NNC(=O)Cn1nc(C)c(Br)c1C

Each line ends with the Mulliken charge.
Element x y z (Å)
C  -4.58038  -0.27443  -0.05376  -0.568
H  5.13669  -1.75993  1.51158  0.337
O  -0.51085  3.07915  0.60014  -0.693
C  3.85660  -2.22763  -0.17482  -0.593
C  4.99259  -1.43697  0.46832  -0.557
H  5.93050  -1.62280  -0.07627  0.404
H  6.65380  0.61483  0.42587  0.285
H  2.69646  -0.07065  0.70403  0.368
H  5.38583  1.77751  0.89365  0.245
C  -1.10658  2.35943  -0.17789  0.672
H  -2.99488  3.37430  -0.00631  0.308
S  -0.22116  -1.61123  -0.62967  -0.563
H  3.68768  -1.85051  -1.18444  0.272
C  -3.81910  -0.59605  -1.19240  1.079
N  2.00362  -0.79892  0.56834  -0.141
H  5.89243  0.50043  2.03297  0.341
C  2.55310  -2.13289  0.61974  -0.887
C  -4.23258  1.01476  0.31082  0.871
C  -3.78164  -1.87119  -1.94521  -1.153
H  -5.19272  2.75832  1.07072  0.323
O  4.69479  -0.05362  0.43636  -0.304
N  0.69838  0.83530  -0.37990  -0.305
H  1.80530  -2.81476  0.20736  0.376
H  1.17408  1.53603  0.18369  0.329
C  -4.69714  1.85892  1.43714  -1.547
H  -4.68428  -2.44833  -1.76033  0.384
C  5.71621  0.74426  0.97828  -0.790
H  -2.91746  -2.45310  -1.62382  0.164
Br  -5.84042  -1.37113  0.81907  -0.214
C  0.88206  -0.49302  -0.10796  0.422
H  -2.51251  2.97716  -1.67836  0.266
H  4.15943  -3.27272  -0.24019  0.385
N  -3.06252  0.44147  -1.50113  -1.070
N  -3.32020  1.40694  -0.60588  0.722
H  2.73359  -2.39968  1.66655  0.335
H  -5.40395  1.29704  2.04259  0.368
N  -0.55974  1.28487  -0.76881  -0.136
H  -1.13244  0.60034  -1.28031  0.391
C  -2.54614  2.61472  -0.64628  -0.777
H  -3.67829  -1.67425  -3.00894  0.309
H  -3.85815  2.15801  2.06545  0.341


[3]
ORCA calculation (ωB97M-V with the def2-TZVPD basis set) on a structure of composition C12H20Cl2N2ScSe at a distorted geometry.

## Properties
Charge: -1
Electronic energy (eV): -126839.09630
HOMO-LUMO gap (alpha / beta) (hartree): 0.189 / 0.194
E_HOMO (alpha / beta) (eV): -2.53 / -2.73

Each line ends with the Mulliken charge.
Element x y z (Å)
H  -2.35567  2.45493  2.82076  0.311
H  -1.17872  0.43500  -2.12909  -0.355
H  2.20072  1.54003  -3.70520  0.370
N  -0.57421  -1.04805  2.93149  0.362
C  -0.28121  -0.94764  4.26868  -0.346
Sc  0.18898  1.36156  1.28498  0.609
C  -0.45080  -2.20720  2.03911  -0.693
C  -1.68281  2.29843  3.66879  -0.968
C  0.08717  1.02550  -3.79228  -0.714
H  -0.22919  2.06393  -3.60153  0.379
Cl  2.05647  1.33867  2.70706  -0.500
C  1.49116  0.83094  -3.23494  -0.446
H  2.89937  -0.79830  -2.88374  0.413
H  -0.54969  0.72577  5.67256  0.398
H  0.31362  -2.01183  1.27299  0.176
H  0.20327  -1.81578  4.78788  0.340
H  1.45983  1.01866  -2.14971  0.181
C  0.93171  -1.50330  -2.75382  0.389
H  1.26027  -2.55509  -2.69928  0.305
C  1.09597  -0.76521  -1.29524  -0.507
H  2.13256  -0.81491  -4.48339  0.362
H  -2.25439  2.44070  4.59733  0.384
Cl  0.24012  3.21977  -0.08065  -0.485
H  0.55531  -1.75918  -0.68979  -0.337
H  -1.18727  -2.09216  -2.88962  0.171
H  0.11168  0.85776  -4.87975  0.315
H  2.31279  -0.88148  -1.02176  0.011
H  -0.16416  -3.07964  2.65360  0.299
H  -1.41090  -2.40355  1.54091  0.322
C  -1.21515  0.10826  2.54258  -0.564
C  -0.42963  -1.26784  -3.02622  -0.567
Se  -2.07884  0.44234  0.84673  -0.186
C  -0.95566  0.07171  -3.14687  0.044
H  -1.89937  0.14149  -3.71404  0.448
C  -0.61848  0.23707  4.68071  -0.501
H  -0.85321  3.01653  3.63400  0.354
C  1.95792  -0.62740  -3.39950  -1.173
N  -1.12955  0.94953  3.62629  0.396